No. 1
Here is C37H31P2SbSe4SiSn as an isolated structure from the OMol25 dataset. Energies are from wB97M-V/def2-TZVPD.

The geometry in XYZ format:
```
77
Properties=species:S:1:pos:R:3:forces:R:3
Sn 2.221138 0.583577 0.312287 0.033 0.113 0.032
C 2.478708 -3.275646 0.467339 -0.031 0.007 0.036
Si 1.458157 -1.868872 -0.225749 -0.008 -0.047 -0.039
C -0.319460 -1.976735 0.449721 -0.042 0.014 -0.001
C -1.130208 -3.020985 -0.005375 -0.011 -0.026 0.019
C -2.461176 -3.121050 0.369726 -0.027 0.021 0.054
C -3.022890 -2.164068 1.207692 0.024 -0.052 -0.021
C -2.242603 -1.118071 1.672210 0.006 0.002 -0.026
C -0.900875 -1.029741 1.300796 0.061 0.001 0.079
P 0.135308 0.314316 1.956060 0.160 -0.122 -0.091
C 0.557630 -0.145608 3.652290 -0.120 -0.017 0.050
C 1.460052 0.654620 4.353802 -0.015 0.057 -0.084
C 1.712719 0.404595 5.691616 0.028 -0.046 0.060
C 1.082990 -0.657092 6.331615 -0.004 -0.012 -0.026
C 0.212650 -1.476251 5.628321 0.015 -0.005 0.018
C -0.053538 -1.221920 4.290154 -0.037 0.010 0.020
C -0.978948 1.736727 2.097245 -0.040 0.015 0.115
C -1.307600 2.438970 0.940330 -0.011 -0.009 -0.019
C -2.211101 3.487549 0.992369 0.019 -0.017 -0.010
C -2.779524 3.850846 2.205793 -0.016 0.013 0.013
C -2.445390 3.164248 3.364007 -0.001 0.007 -0.005
C -1.548680 2.106394 3.313431 0.038 -0.003 -0.009
C 1.211064 -2.122595 -2.085245 0.045 -0.065 0.024
C 1.660117 -3.291158 -2.704558 0.014 -0.038 -0.026
C 1.365271 -3.560544 -4.033961 -0.022 0.030 -0.015
C 0.606526 -2.663389 -4.774228 0.033 -0.021 0.034
C 0.166668 -1.488686 -4.183787 0.012 0.001 -0.019
C 0.474890 -1.211428 -2.855418 -0.025 0.065 0.013
P -0.025270 0.359679 -2.064821 -0.006 0.061 0.031
C 0.916002 1.619754 -2.990234 -0.021 -0.011 -0.033
C 1.993960 1.310325 -3.813595 0.023 -0.006 0.012
C 2.760154 2.322700 -4.379853 0.005 0.000 -0.004
C 2.454853 3.651009 -4.134918 -0.002 0.005 0.001
C 1.381562 3.970700 -3.311586 0.005 0.004 -0.001
C 0.626710 2.963516 -2.737034 -0.003 0.002 0.004
C -1.747845 0.585915 -2.618205 -0.026 -0.010 0.002
C -2.137968 1.369699 -3.700094 -0.005 -0.001 -0.030
C -3.482067 1.485899 -4.029994 0.004 0.004 -0.006
C -4.443968 0.817686 -3.287073 -0.008 -0.015 0.011
C -4.061774 0.031434 -2.207592 -0.013 0.017 -0.021
C -2.722753 -0.076634 -1.870355 0.005 0.013 0.001
H 2.015690 -4.246758 0.272203 -0.015 0.018 -0.026
H 3.485502 -3.277128 0.045588 0.004 0.006 0.009
H 2.575131 -3.160868 1.549547 0.010 0.017 -0.009
H -0.719900 -3.761850 -0.683852 0.005 0.013 -0.003
H -3.066515 -3.938770 -0.000624 0.000 0.004 -0.004
H -4.064993 -2.231072 1.492554 0.002 0.001 0.005
H -2.677521 -0.363219 2.316676 -0.005 0.003 0.001
H 1.969362 1.476176 3.861356 0.022 0.002 0.007
H 2.424110 1.019348 6.224878 0.039 0.044 -0.017
H 1.293029 -0.855210 7.374463 -0.003 -0.005 0.003
H -0.262980 -2.316273 6.117829 0.007 0.006 0.004
H -0.746521 -1.857769 3.754578 0.032 0.001 -0.014
H -0.860760 2.151779 -0.004234 0.002 -0.010 -0.023
H -2.468320 4.021356 0.086425 -0.003 0.004 0.007
H -3.480859 4.673948 2.249478 0.002 0.000 -0.001
H -2.883104 3.451160 4.311172 0.001 0.000 -0.002
H -1.287145 1.572878 4.218997 -0.017 0.010 -0.004
H 2.242570 -4.012209 -2.142875 -0.006 0.012 0.014
H 1.720648 -4.476106 -4.489652 0.000 0.004 -0.004
H 0.365551 -2.875303 -5.807927 -0.005 0.001 0.000
H -0.415798 -0.778976 -4.760601 -0.005 -0.003 0.005
H 2.247763 0.276757 -4.011167 -0.004 0.001 -0.003
H 3.600197 2.066566 -5.012478 -0.002 -0.001 -0.001
H 3.053114 4.437630 -4.575636 0.001 -0.003 -0.001
H 1.141498 5.006437 -3.108726 -0.001 -0.002 -0.001
H -0.199693 3.225618 -2.084577 -0.005 -0.006 0.001
H -1.393859 1.892606 -4.288092 0.003 0.005 0.006
H -3.776564 2.098619 -4.872520 0.002 -0.001 0.001
H -5.490718 0.911077 -3.546260 0.002 0.000 -0.003
H -4.808712 -0.491041 -1.623240 0.005 0.000 0.006
H -2.429042 -0.681511 -1.019505 -0.002 0.021 -0.026
Se 7.258881 -1.720745 3.654520 0.160 -0.170 -0.013
Sb 5.392942 -0.373973 4.155681 -0.289 0.082 0.031
Se 4.201186 -0.301023 1.738569 0.038 -0.094 -0.178
Se 5.262852 1.837053 4.969535 -0.082 0.122 0.081
Se 3.869487 -2.138892 5.054783 0.072 -0.022 0.009
```
Positions in Å, forces in eV/Å.

Computed properties:
HOMO-LUMO gap (alpha / beta)	0.1948 / 0.2162	hartree
highest occupied orbital energy (alpha / beta)	-0.28097 / -0.27945	hartree
total charge	0



No. 2
Here is C37H32BrCaClN5O5PS as an isolated structure in a non-equilibrium geometry from the OMol25 dataset. Energies are from wB97M-V/def2-TZVPD.

The geometry in XYZ format:
```
84
Properties=species:S:1:pos:R:3:forces:R:3
Ca -0.294910 -0.310432 -0.396286 -0.310 1.339 0.440
O 3.674388 -4.283033 -2.665195 -0.066 -0.030 0.117
C 3.350837 -3.458791 -3.643451 -0.103 0.085 -0.078
O 3.605315 -3.692091 -4.801076 0.061 0.027 0.048
C 2.645490 -2.194559 -3.276118 0.048 -0.128 0.185
C 2.321394 -1.240296 -4.211445 -0.028 0.119 -0.161
N 1.693875 -0.251199 -3.561474 -0.084 0.022 -0.126
N 1.574156 -0.483494 -2.254804 -0.003 -0.298 0.068
C 2.142334 -1.671103 -2.061112 -0.033 0.027 -0.037
C 2.032106 -2.274849 -0.690989 0.008 0.080 0.276
O 2.660516 -3.302990 -0.430705 0.007 -0.067 -0.136
O 1.250506 -1.649088 0.101608 1.198 -1.050 -0.062
H 3.328694 -3.958318 -1.784603 0.064 0.031 0.048
H 2.508105 -1.231633 -5.274962 -0.050 0.026 0.103
H 1.347430 0.626653 -3.916715 -0.023 0.033 -0.021
Cl -1.873642 1.169481 3.085944 0.066 -0.083 -0.063
C -1.520421 0.125057 4.444296 0.122 -0.192 -0.008
C -1.910728 0.581347 5.691952 -0.020 0.022 0.026
C -1.656987 -0.195239 6.811231 -0.036 0.048 0.009
C -1.018280 -1.414419 6.667640 0.027 -0.062 0.004
C -0.638619 -1.858847 5.409483 -0.057 0.003 -0.028
C -0.885614 -1.110841 4.256049 -0.015 0.216 -0.059
P -0.249474 -1.618753 2.588180 -0.483 0.102 0.471
C 0.654034 -3.148143 3.005025 0.145 0.101 -0.110
C 2.035444 -3.045124 3.151305 0.007 -0.001 -0.016
C 2.793681 -4.153366 3.502935 -0.036 0.011 -0.012
C 2.174364 -5.380092 3.695416 -0.022 0.021 -0.017
C 0.798616 -5.494819 3.536581 -0.005 0.026 -0.014
C 0.040755 -4.384248 3.191031 0.004 -0.062 0.059
C -1.768713 -2.286385 1.783470 0.051 -0.044 -0.054
C -1.601327 -3.094907 0.652650 0.005 0.000 0.032
C -2.698701 -3.541427 -0.070889 -0.002 0.020 0.017
C -3.979753 -3.183875 0.317809 -0.017 0.010 0.026
C -4.159326 -2.391506 1.444199 0.016 -0.004 -0.019
C -3.065154 -1.947980 2.173068 -0.006 0.046 -0.001
H -2.405372 1.539970 5.780355 0.016 -0.034 -0.023
H -1.958774 0.156883 7.789507 0.010 0.001 -0.025
H -0.812455 -2.025509 7.537829 0.002 0.005 -0.042
H -0.137218 -2.811705 5.318924 0.019 -0.025 -0.006
H 2.519014 -2.091746 2.968252 -0.008 -0.040 -0.006
H 3.868114 -4.064166 3.605155 -0.034 0.004 -0.008
H 2.764191 -6.251168 3.954187 -0.021 0.029 -0.001
H 0.314173 -6.453288 3.677732 0.009 0.023 -0.007
H -1.031516 -4.481870 3.068232 0.019 0.003 -0.001
H -0.603664 -3.394238 0.350070 0.011 0.021 -0.013
H -2.548217 -4.152167 -0.951468 0.019 0.005 0.008
H -4.835242 -3.520586 -0.254312 0.016 0.014 0.010
H -5.157963 -2.114870 1.759729 0.021 -0.002 -0.005
H -3.230182 -1.338701 3.052058 0.002 -0.014 -0.007
Br -2.925724 1.309407 -0.365813 0.049 -0.164 -0.022
C -3.679652 0.481471 -1.928131 -0.044 0.025 -0.010
C -4.907343 0.945397 -2.292697 -0.029 0.013 -0.041
C -5.546604 0.385846 -3.419836 0.008 0.019 0.063
C -4.924915 -0.604659 -4.119015 0.031 -0.018 -0.018
C -3.647228 -1.086060 -3.732890 0.015 -0.002 0.036
C -3.030727 -2.126544 -4.469710 -0.013 -0.011 -0.019
C -1.824407 -2.617476 -4.069495 0.053 0.008 0.073
C -1.184546 -2.074957 -2.928094 0.007 -0.033 0.011
C -1.682582 -1.037457 -2.159733 -0.697 -0.109 -0.707
C -2.964095 -0.549444 -2.596514 -0.023 -0.103 -0.065
H -5.384590 1.731951 -1.723706 -0.007 -0.026 -0.021
H -6.526683 0.745300 -3.708548 0.044 -0.009 -0.007
H -5.404113 -1.050617 -4.985226 0.035 0.027 0.047
H -3.536703 -2.521472 -5.344970 0.009 0.016 0.052
H -1.347281 -3.419868 -4.624476 -0.036 0.035 0.040
H -0.238439 -2.544182 -2.655619 0.005 0.063 -0.032
C 2.908876 3.085206 -5.703670 0.056 0.005 0.114
C 3.778210 2.353017 -4.677733 -0.139 0.153 0.025
C 3.277964 2.521246 -3.269479 0.043 0.089 0.109
N 2.042566 2.491524 -2.918420 -0.035 0.199 0.279
N 1.849327 2.617511 -1.557046 0.133 0.043 -0.409
C 2.967349 2.737241 -0.898107 0.054 -0.065 0.010
N 3.037620 2.886863 0.451852 0.025 0.084 -0.151
S 4.362001 2.729616 -1.918755 0.080 -0.055 -0.068
H 3.236787 2.849544 -6.716405 -0.008 0.002 0.046
H 2.975791 4.165560 -5.562140 -0.022 -0.060 -0.005
H 1.862476 2.802510 -5.597858 0.002 -0.010 -0.034
H 4.806476 2.711349 -4.731142 0.024 -0.018 -0.007
H 3.812054 1.284901 -4.904558 0.021 -0.050 0.034
H 2.196775 2.654874 0.963986 -0.038 -0.024 0.001
H 3.911548 2.706562 0.910176 0.041 -0.038 -0.012
O 0.228288 2.188021 0.489796 -0.133 -0.377 -0.120
H -0.504811 2.746887 0.765959 -0.030 -0.021 0.000
H 0.538953 2.511499 -0.394884 0.008 0.028 0.030
```
Positions in Å, forces in eV/Å.

Computed properties:
HOMO-LUMO gap	0.2851	hartree
highest occupied orbital energy	-0.28087	hartree
total charge	0



No. 3
Here is C37H32BrCaClN5O5PS as an isolated structure from the OMol25 dataset. Energies are from wB97M-V/def2-TZVPD.

The geometry in XYZ format:
```
84
Properties=species:S:1:pos:R:3:forces:R:3
Ca -1.245676 0.668725 0.033307 0.405 0.316 0.258
O -3.676788 -4.662660 3.483880 0.014 0.030 -0.180
C -4.198044 -3.414057 3.400264 0.058 0.010 0.402
O -5.370540 -3.223619 3.497509 -0.031 -0.011 -0.112
C -3.164086 -2.340377 3.320800 0.000 0.011 -0.097
C -2.314457 -1.932376 4.323058 -0.008 0.015 0.021
N -1.582841 -0.918970 3.815961 0.052 -0.060 -0.006
N -1.887746 -0.653891 2.545973 -0.187 0.037 -0.183
C -2.859249 -1.501899 2.233715 0.167 -0.036 0.003
C -3.379873 -1.511736 0.824725 0.061 0.060 0.131
O -3.955589 -2.497172 0.390994 -0.041 0.042 0.063
O -3.092077 -0.432474 0.194079 -0.651 -0.528 -0.478
H -2.739649 -4.608610 3.248725 0.004 -0.060 0.003
H -2.198310 -2.264292 5.341694 -0.011 0.003 -0.011
H -0.860765 -0.385239 4.269358 0.009 0.026 0.030
Cl 0.182586 1.719717 2.686999 0.118 -0.140 -0.016
C 1.523836 0.700979 3.174475 -0.032 0.154 0.020
C 2.102151 1.022401 4.395951 0.034 -0.017 0.011
C 3.197321 0.305442 4.848117 -0.019 0.017 0.003
C 3.718138 -0.721154 4.073867 -0.009 -0.004 -0.015
C 3.126825 -1.030100 2.861088 0.016 0.006 0.010
C 2.007387 -0.341469 2.387338 0.087 -0.024 0.004
P 1.249034 -0.815878 0.791055 -0.392 0.133 0.099
C 0.452576 -2.419018 1.163813 0.068 -0.071 0.021
C -0.365010 -2.942251 0.158627 -0.067 -0.021 0.017
C -1.006464 -4.158152 0.330817 0.008 0.033 0.016
C -0.825518 -4.874925 1.507272 -0.013 -0.028 0.025
C -0.024380 -4.357311 2.516581 -0.012 0.005 -0.017
C 0.609859 -3.131248 2.347888 -0.048 -0.015 0.021
C 2.673091 -1.309673 -0.212491 0.073 0.015 0.005
C 3.430278 -0.289793 -0.786814 0.104 0.027 -0.045
C 4.527908 -0.604394 -1.571821 -0.003 -0.023 -0.003
C 4.866718 -1.933272 -1.799927 -0.009 0.019 0.002
C 4.108301 -2.947985 -1.235128 0.004 0.014 -0.017
C 3.012381 -2.637924 -0.439797 0.073 -0.099 -0.066
H 1.698875 1.844661 4.971533 0.008 -0.005 0.005
H 3.649292 0.562632 5.797106 -0.001 -0.003 -0.005
H 4.583626 -1.276526 4.409709 0.000 0.004 0.001
H 3.541649 -1.824704 2.252358 0.000 -0.001 -0.005
H -0.512556 -2.390454 -0.765037 0.019 0.018 0.018
H -1.660789 -4.533059 -0.444159 0.000 -0.016 0.002
H -1.310783 -5.836235 1.632905 0.002 0.023 0.004
H 0.120539 -4.912373 3.436349 -0.007 0.005 -0.010
H 1.230873 -2.738108 3.142887 -0.014 -0.023 -0.003
H 3.172316 0.747415 -0.603999 -0.009 -0.038 -0.001
H 5.115497 0.192452 -2.009805 0.012 -0.017 -0.005
H 5.720428 -2.176539 -2.419743 -0.003 0.001 0.003
H 4.366408 -3.984510 -1.411933 0.004 0.010 -0.002
H 2.422043 -3.436862 -0.006470 0.034 0.037 -0.014
Br -3.070282 2.851981 1.287703 0.011 -0.061 -0.029
C -2.725344 4.220493 -0.004412 0.030 0.039 0.017
C -3.556253 5.300495 0.015627 0.024 0.013 -0.018
C -3.325768 6.358637 -0.889082 -0.015 -0.013 0.022
C -2.268593 6.299279 -1.747433 -0.002 0.002 0.002
C -1.401538 5.178373 -1.761185 0.041 0.062 -0.069
C -0.286116 5.143758 -2.637242 -0.006 -0.010 0.013
C 0.536618 4.058720 -2.644113 -0.049 -0.002 0.040
C 0.254986 2.952734 -1.799954 -0.035 -0.044 -0.152
C -0.805422 2.894235 -0.912343 0.110 0.254 -0.155
C -1.624679 4.074198 -0.894544 -0.018 -0.071 0.155
H -4.375303 5.348553 0.719802 0.001 0.004 -0.009
H -3.987373 7.215288 -0.883646 0.007 -0.005 0.001
H -2.072409 7.114564 -2.434552 0.001 -0.004 0.005
H -0.105987 5.992577 -3.287127 0.002 -0.004 0.003
H 1.399264 4.033622 -3.301686 -0.001 -0.008 -0.002
H 0.908141 2.086461 -1.916468 -0.015 0.015 0.010
C 0.813392 1.377225 -5.948776 -0.011 0.053 -0.043
C 1.082150 0.099160 -5.157593 0.017 -0.080 0.040
C -0.021625 -0.220210 -4.203193 0.095 0.034 0.081
N 0.091707 -0.126667 -2.930398 -0.111 -0.044 0.059
N -1.070796 -0.405753 -2.246478 0.066 0.010 0.034
C -2.061886 -0.739024 -3.042983 -0.015 -0.010 0.189
N -3.272776 -1.104019 -2.606643 -0.011 0.023 -0.086
S -1.623623 -0.691535 -4.717562 -0.020 -0.033 -0.113
H 1.672287 1.629922 -6.570714 -0.006 -0.005 0.007
H 0.616662 2.211186 -5.273651 0.012 -0.004 0.000
H -0.051563 1.267472 -6.605308 -0.003 -0.010 0.018
H 1.982148 0.202251 -4.549720 -0.009 0.017 -0.002
H 1.244134 -0.744485 -5.833141 -0.016 0.018 -0.011
H -3.476166 -1.038912 -1.607631 0.042 0.018 0.036
H -4.017420 -1.279350 -3.253842 -0.007 -0.009 0.009
O 2.372325 2.565540 0.463845 0.010 0.096 -0.028
H 2.419005 3.224922 1.164549 -0.003 -0.049 -0.045
H 1.629356 2.855175 -0.093756 0.017 -0.024 0.113
```
Positions in Å, forces in eV/Å.

Computed properties:
HOMO-LUMO gap	0.2886	hartree
highest occupied orbital energy	-0.28004	hartree
total charge	0